Density functional theory data (the ωB97M-V functional and the def2-TZVPD basis) for a molecular structure, C12H30ClI2N4P2Yb at a distorted geometry.

Geometry as XYZ:
```
52
Properties=species:S:1:pos:R:3:forces:R:3
N -3.077 -2.410 -0.630 1.354 0.841 -0.929
C -3.704 -2.147 0.693 0.866 0.806 1.641
C 3.232 0.600 -3.254 0.202 -0.605 0.458
H 1.130 -1.168 4.950 0.436 0.324 -0.634
N -1.467 -0.560 -0.118 1.027 -0.651 -0.647
C -2.060 0.176 -1.231 -1.246 -0.369 0.394
H 1.059 1.695 -4.798 0.481 -0.039 0.657
N -3.495 -0.727 1.125 -0.286 -0.883 -0.885
H -3.143 -2.749 1.445 -0.963 -0.109 -0.475
I -1.744 2.254 0.331 1.335 6.085 1.829
P 1.808 -0.183 2.729 0.394 -0.540 1.651
H 3.511 -1.428 4.040 -0.251 0.133 0.261
C 0.622 1.344 -3.846 -0.650 -0.585 -0.603
Yb 3.180 1.315 0.730 -1.853 -0.207 -0.461
P 1.778 1.320 -2.400 0.820 0.794 -1.490
H 3.321 3.142 -1.955 -0.022 0.074 0.083
H 3.160 -2.174 2.495 0.190 -0.199 -0.120
N -3.490 -0.074 -1.310 -0.079 -0.999 0.656
C -1.689 -2.007 -0.460 -2.967 1.886 4.745
H -3.133 -1.638 -2.599 -0.653 -0.478 -0.057
C 2.486 1.194 3.733 -0.304 0.688 -0.025
H -1.500 -1.071 1.899 -0.238 -0.936 0.076
H 3.391 1.647 3.300 -0.045 0.088 -0.014
H 4.122 0.810 -2.655 0.045 -0.179 0.073
C 3.292 -1.221 2.997 0.155 -0.509 -0.573
C -3.677 -1.509 -1.655 -0.594 0.871 -0.087
H 3.438 1.000 -4.245 -0.334 0.168 -0.057
H 0.252 0.329 -4.107 0.040 0.461 0.416
H -5.184 -0.213 -0.040 0.366 0.376 0.101
C 2.419 3.029 -2.565 -0.211 0.436 0.644
H -1.320 -2.408 0.479 0.345 -1.196 -0.425
C -2.058 -0.419 1.239 -1.335 -0.609 -0.038
H 4.199 -0.743 2.614 0.032 -0.009 -0.227
H 2.705 3.293 -3.581 -0.093 -0.221 -0.156
I 0.526 -2.476 -1.319 0.868 -0.843 -0.641
H 2.797 0.858 4.718 0.045 -0.239 0.080
H -3.989 1.123 0.340 -0.773 0.209 -0.035
H -1.218 -1.937 -1.445 1.000 -0.440 -2.657
C 0.679 -0.939 3.965 -0.726 -0.862 0.522
H 1.736 1.967 3.888 0.018 0.244 -0.063
H -1.479 0.038 -2.148 -0.249 -0.556 -0.232
H -1.863 0.549 1.724 -0.482 -1.059 -0.476
H -1.899 1.301 -1.133 -0.215 -1.338 -1.537
H 3.106 -0.475 -3.337 0.215 -0.273 -0.094
H -4.792 -1.661 -1.692 1.317 -0.335 -0.334
C -4.133 0.094 0.054 0.840 -0.050 -0.104
H -0.227 2.015 -3.712 -0.143 -0.160 0.373
Cl 5.387 2.042 0.469 1.384 0.378 -0.159
H 0.296 -1.933 3.632 0.128 0.803 -0.073
H -0.166 -0.294 4.237 0.011 -0.052 -0.482
H 1.674 3.744 -2.227 0.003 0.200 0.083
H -4.798 -2.314 0.635 0.795 -0.335 0.048
```
Forces are in eV/Å.

Properties
LUMO level (alpha / beta) (eV): -10.07 / -10.18
Net charge: +2
Energy above the lowest of the compared OMol25 structures with the same formula, charge and spin (kcal per mole): 140.36
Electronic energy (eV): -97700.0018
Multiplicity: 2

***

Density functional theory data (the ωB97M-V functional and the def2-TZVPD basis) for a molecular structure, C12H30F12Li2N6O32P2S12 at a distorted geometry.

Geometry as XYZ:
```
108
Properties=species:S:1:pos:R:3:forces:R:3
H -5.093 3.966 -3.574 0.047 -0.197 0.597
S -3.321 2.670 4.403 -1.464 8.259 -1.196
S 2.092 -2.197 -2.727 -2.280 4.981 -1.854
S 4.016 1.078 0.140 1.465 -3.788 5.751
O 2.946 3.381 -1.202 -0.213 -1.270 0.063
O 4.459 2.165 0.997 -0.920 -0.546 -1.089
H 2.292 -5.334 4.844 0.293 0.078 -0.084
C 0.560 2.196 -4.944 0.654 0.504 -0.812
F 5.159 -3.281 -1.032 2.284 -0.654 -0.298
O -2.433 0.198 2.887 -0.477 0.941 1.876
Li -2.235 0.564 0.778 -1.583 0.088 1.279
H 1.524 1.237 4.812 0.094 -0.143 0.230
H 7.689 -2.855 1.921 0.330 0.048 0.629
O 3.805 -3.473 5.499 0.024 1.279 -1.361
S -0.860 -2.416 0.917 5.267 -1.605 2.558
C 1.674 -5.275 3.949 0.617 -1.626 1.417
N -6.297 1.569 2.532 1.275 -1.986 -4.710
O -7.848 2.860 0.896 2.025 -0.718 -0.067
H -2.252 -2.542 -4.725 -0.117 0.077 -0.280
O -6.772 0.425 0.059 2.269 0.651 2.279
O 1.334 2.856 1.096 -3.240 0.509 0.135
O 1.143 -1.682 -1.730 2.332 -1.172 -1.061
F -5.668 -0.674 2.019 -0.985 0.089 -0.716
S -6.553 2.807 1.604 -6.153 4.497 2.584
H -4.431 1.604 -3.930 -0.055 0.130 -0.091
H 0.679 2.540 -3.917 -0.653 -0.046 0.129
O -2.285 3.504 5.034 -1.218 -2.007 -0.796
H -0.385 2.636 -6.832 0.202 -0.186 0.036
H 1.972 1.731 3.231 -0.050 -0.534 -0.279
S -0.027 2.423 1.451 5.467 -1.665 6.791
O -2.272 -0.500 -4.782 1.140 1.252 0.618
F -3.338 -0.728 -1.221 0.223 -0.559 -0.828
H 1.584 1.989 -5.254 -0.044 -0.411 -0.121
F -4.628 3.396 4.979 -0.498 0.302 0.272
F 0.623 -1.856 1.085 -1.088 0.539 -0.397
N 4.375 1.164 -1.390 -4.102 1.638 -0.291
H 0.796 -4.041 2.629 0.132 1.022 -0.122
C -0.101 3.140 -5.908 0.270 1.224 0.168
C 6.065 -2.855 3.476 0.810 -2.771 -2.579
C -3.637 2.275 -3.602 -0.222 1.200 1.130
S -2.534 -2.063 -0.694 -5.513 1.189 -5.664
O -1.169 0.586 -2.632 -0.502 0.286 -2.652
O 2.802 0.304 0.551 2.812 2.421 -1.459
F -2.733 -0.901 5.009 -0.137 0.938 -0.501
H -3.777 4.254 -4.614 0.161 -0.434 -0.484
H 0.601 3.936 -6.158 -0.223 0.409 -0.003
N 3.810 -2.186 -2.465 -4.824 0.841 -2.225
C -1.545 -1.759 -5.001 -0.115 -0.154 0.227
O -0.688 2.861 2.661 0.966 0.438 -2.161
S -1.089 3.519 -0.444 -2.765 2.644 -3.992
H 6.806 -3.032 4.255 -0.493 0.908 0.908
H -1.968 -1.713 -7.107 0.038 -0.301 -0.134
O -0.474 3.775 -1.771 -0.717 -1.777 3.194
H 6.834 -1.291 2.305 0.457 0.050 -0.179
H 3.234 1.453 4.303 0.184 -0.276 0.405
F -2.667 3.558 -0.821 0.407 -1.941 -0.390
H -0.381 -2.527 -6.717 -0.386 -0.417 0.165
O -1.227 4.657 0.428 2.134 -1.234 0.644
C 6.754 -2.374 2.206 -0.284 0.217 -0.528
O 2.614 -3.151 3.115 2.842 0.118 0.934
C 2.259 1.048 4.030 -0.287 1.806 0.582
O -0.210 1.028 -5.127 -2.707 -2.158 2.429
Li -0.375 0.240 -0.806 1.247 0.170 -1.203
C -1.102 -1.755 -6.448 0.321 0.572 0.011
O 3.245 -4.554 -1.506 -0.082 2.302 -0.335
C -4.020 3.792 -3.657 0.426 -0.485 -0.718
O -1.293 -2.538 2.270 -0.896 0.650 -0.662
O 2.797 -1.192 4.691 1.572 -1.701 0.951
H -0.544 -0.832 -6.607 -0.048 0.124 0.006
O -3.523 2.807 2.973 0.916 -0.453 1.453
N -1.534 -1.118 0.021 2.636 -3.290 2.637
H -1.018 3.512 -5.451 0.142 0.329 -0.194
N -3.718 1.317 4.992 2.914 -3.078 -0.804
O -2.070 -2.729 -1.905 -0.704 0.902 2.000
H 3.013 -0.456 2.776 0.380 0.141 0.069
F 3.242 2.286 -3.218 0.276 -0.312 -1.210
O 1.627 1.344 -1.790 1.368 0.256 0.366
N -0.917 1.903 0.319 -2.039 4.259 -4.849
H -3.355 2.043 -2.575 -0.482 -0.120 0.111
S -5.774 0.679 1.124 -1.214 -4.860 2.247
H 0.716 -5.685 4.269 -0.258 -0.084 -0.242
O 1.621 -3.216 -3.579 0.015 -1.952 -0.405
O 3.291 -2.544 -0.018 -1.067 -0.601 -1.229
F 2.027 -0.977 -3.818 0.853 -0.070 0.643
F -6.987 3.704 2.836 -0.378 0.884 1.390
O 4.965 -2.052 3.593 -2.843 1.633 2.064
H 5.619 -3.830 3.278 0.621 -0.674 -0.023
O -5.491 3.583 1.137 2.153 0.249 -2.136
H 6.134 -2.535 1.325 -0.420 0.082 0.196
C 1.450 -3.907 3.491 -0.097 1.614 -0.010
S -2.411 0.550 4.312 1.174 -5.252 -0.029
P -1.500 0.753 -4.102 0.729 0.444 1.047
O -2.467 2.059 -4.376 1.713 -1.906 -0.861
H -3.430 4.391 -2.963 -0.330 -0.317 0.384
H 1.448 -0.805 3.186 -0.466 0.333 0.595
H -0.722 -1.909 -4.303 0.133 0.467 0.036
H 2.090 -5.928 3.181 0.022 0.087 -0.121
S 2.900 2.029 -1.709 0.172 1.467 -1.747
P 3.600 -2.543 4.340 -2.021 -0.278 -0.776
O -1.114 0.837 4.866 -1.113 0.391 -0.277
O -4.397 0.752 0.812 0.869 1.345 -1.161
O -3.606 -2.607 0.093 1.506 -0.866 0.093
F 5.243 0.011 0.494 -0.718 0.304 -0.440
O -0.564 -3.683 0.241 -1.617 2.262 0.090
S 3.625 -3.144 -1.290 2.674 -3.817 6.579
C 2.338 -0.354 3.626 0.170 -0.899 -2.406
F 0.291 0.899 1.836 -0.056 -0.738 0.208
H 1.044 -3.250 4.261 -1.057 -0.507 0.038
```
Forces are in eV/Å.

Properties
LUMO level (eV): 6.53
Net charge: -4
Electronic energy (eV): -269009.4074

***

Density functional theory data (the ωB97M-V functional and the def2-TZVPD basis) for a molecular structure, C12H30InN2O4 at a distorted geometry.

Geometry as XYZ:
```
49
Properties=species:S:1:pos:R:3:forces:R:3
C 24.898 4.866 -5.156 -0.736 1.155 0.416
H 21.611 8.616 -5.311 0.261 -0.404 0.404
H 23.112 11.000 -2.092 -0.009 -0.348 -0.524
H 25.461 3.970 -4.910 -0.046 -0.034 -0.080
C 25.187 7.927 -0.445 -0.041 -0.116 -1.085
H 18.906 3.851 -1.459 0.493 -0.402 -0.276
H 18.234 6.199 -1.182 -0.097 -0.162 -0.096
O 24.904 5.812 -4.034 -0.431 0.160 0.292
H 25.139 9.653 -1.795 0.337 0.021 0.204
C 24.580 9.229 -0.960 -0.411 -0.107 -0.077
O 20.719 8.223 -3.458 0.846 -0.669 0.034
H 20.224 6.919 -0.121 0.856 -1.507 0.021
H 19.577 4.389 0.022 0.613 0.413 0.112
N 25.222 6.937 -1.553 -0.229 0.263 0.341
C 19.654 4.543 -1.058 -1.051 0.412 -0.784
C 19.206 5.910 -1.589 0.453 -1.347 1.054
H 26.811 6.432 -4.484 0.202 -0.079 0.082
In 22.484 6.483 -2.581 -0.350 1.578 1.890
H 25.871 8.179 -3.132 -0.019 0.134 0.219
H 24.668 7.484 0.400 -0.019 0.216 0.094
C 22.543 10.230 -1.567 0.348 0.519 0.844
H 21.340 2.775 -0.334 -0.150 -0.215 -0.079
H 19.142 5.751 -2.663 0.117 0.760 -0.152
H 22.446 10.643 -0.558 -0.358 -0.128 0.022
O 20.974 4.343 -1.588 0.272 0.062 -0.185
H 24.530 9.974 -0.165 0.127 -0.138 0.156
C 20.627 8.488 -4.861 -0.112 0.840 -1.633
C 19.517 8.571 -2.736 -0.049 0.368 0.043
N 20.201 6.884 -1.144 0.594 1.215 0.453
H 27.215 7.469 -2.226 -0.115 -0.113 0.418
H 22.403 2.789 -1.709 -0.024 0.404 -0.299
H 26.244 8.116 -0.236 -0.100 0.083 0.502
C 26.241 6.130 -3.605 -0.639 -0.020 0.112
H 25.388 5.990 -1.215 -0.026 0.016 0.056
H 18.675 8.020 -3.159 -0.003 0.000 0.106
H 23.827 4.709 -5.267 0.155 -0.628 -0.427
H 20.152 9.446 -5.096 -0.137 0.077 0.677
H 20.719 2.280 -1.945 -0.094 0.152 -0.040
O 23.262 8.983 -1.448 -0.491 -0.492 -0.380
H 25.269 5.414 -6.020 0.185 -0.369 -0.140
H 19.347 9.638 -2.900 -0.047 -0.033 0.038
H 26.623 5.208 -3.160 0.454 0.152 0.024
H 20.057 7.772 -5.455 0.036 -0.460 0.514
C 21.372 2.968 -1.410 0.318 -0.510 0.659
C 19.758 8.278 -1.262 0.138 0.513 -1.485
H 20.523 8.934 -0.851 0.044 -0.180 -0.003
H 18.876 8.439 -0.634 -0.246 -0.086 -0.352
H 21.574 10.041 -2.004 0.194 0.128 -0.260
C 26.202 7.291 -2.596 -1.012 -1.096 -1.426
```
Forces are in eV/Å.

Properties
LUMO level (eV): -14.93
Net charge: +3
Energy above the lowest of the compared OMol25 structures with the same formula, charge and spin (kcal per mole): 0.00
Electronic energy (eV): -29240.8467

***

Density functional theory data (the ωB97M-V functional and the def2-TZVPD basis) for a molecular structure, C12H30N2O4Rb at a distorted geometry.

Geometry as XYZ:
```
49
Properties=species:S:1:pos:R:3:forces:R:3
H -1.848 -1.831 3.108 0.052 -0.761 -0.094
C 2.887 -0.334 2.123 -0.843 -0.449 0.444
H -0.148 -0.012 -5.261 0.831 -0.453 0.627
O 0.331 -2.439 0.439 -0.414 -0.600 1.048
H 3.824 -0.642 2.586 0.515 0.672 -0.513
H -5.883 0.589 2.071 -0.436 -1.009 -0.738
C 1.452 -3.318 0.293 -0.566 -1.319 -0.564
H 2.366 -3.038 0.816 -0.557 -0.095 0.305
C -0.154 0.988 -4.829 -0.762 -0.644 -0.175
H 1.644 2.827 -0.978 -0.688 0.890 -0.350
H -2.104 -1.987 1.281 -0.389 -0.718 0.533
C -3.647 0.205 0.769 0.783 -0.540 -0.557
C -0.067 -2.377 1.841 -0.509 0.589 -0.071
H 2.639 0.724 2.042 0.949 0.306 -0.053
H -2.301 1.500 1.894 -1.072 0.622 0.164
Rb 0.213 0.109 0.119 -0.818 0.014 -0.542
H -6.413 1.955 1.102 0.446 0.213 0.026
C 3.150 0.729 -0.663 -0.520 1.066 -0.741
H 4.436 -0.688 0.133 0.338 -0.054 0.065
C 1.804 2.255 -1.892 -0.154 -0.384 0.313
H -3.082 0.212 -0.163 0.460 -0.495 0.003
O -4.628 1.123 0.454 -0.960 1.611 0.928
C -2.680 0.480 1.950 -1.680 1.217 -0.437
H 1.910 0.310 -2.184 -0.091 -0.391 -0.313
H -0.141 -3.368 2.288 0.130 -0.192 -0.237
H -1.176 1.010 -4.450 -0.249 0.872 -0.226
H 0.746 -1.843 2.334 -0.120 -0.040 0.413
C -1.456 -1.681 2.102 1.148 1.718 -1.455
H 1.174 3.153 -3.662 -0.454 0.242 -0.285
C 0.754 2.367 -3.033 0.895 0.374 0.019
H 3.973 1.070 -1.291 0.363 -0.202 -0.185
C -5.533 1.451 1.503 -0.120 -0.906 0.812
N 1.886 0.904 -1.367 2.260 0.214 -2.701
O 2.603 -1.026 0.915 -0.300 0.169 0.731
H 3.095 1.502 0.104 0.443 -0.324 0.695
C 3.394 -0.665 -0.186 1.645 0.569 0.715
H -3.243 0.312 2.868 0.067 0.121 0.468
H -0.780 0.343 2.400 0.087 -0.548 0.693
H 3.361 -1.413 -0.979 -0.661 -0.044 0.036
H -5.099 1.908 2.392 0.509 1.283 -0.556
H 2.780 2.600 -2.232 0.179 -0.025 -0.434
N -1.448 -0.189 1.861 0.128 -2.357 1.247
O 0.742 1.143 -3.749 0.523 -0.430 0.188
H -0.229 2.680 -2.681 -0.230 -0.225 0.010
H 1.721 -3.438 -0.757 -0.265 0.589 -0.215
H 0.047 1.565 -5.732 -0.083 0.908 0.463
H 2.177 -0.649 2.888 -0.315 -0.428 -0.211
H 1.091 -4.316 0.540 0.303 -0.180 0.459
H -4.141 -0.761 0.871 0.201 -0.447 0.247
```
Forces are in eV/Å.

Properties
LUMO level (eV): -2.65
Net charge: +1
Energy above the lowest of the compared OMol25 structures with the same formula, charge and spin (kcal per mole): 87.24
Electronic energy (eV): -24745.7434